Record 1
126
Properties=species:S:1:pos:R:3:lowdin_charge:R:1 method="wB97M-V/def2-TZVPD" smiles="CC1(C)CCCC(C)(C)N1O.CC1(C)CCCC(C)(C)N1O.NC(N)=O.NC(N)=O.NC(N)=O.NC(N)=O.NC(N)=O.NC(N)=O.CCO.CCO" orbital_gap_ha=0.29150 homo_energy_ev=-8.1 lumo_ev=-0.20 de_lowest_kcal_mol=25.05 charge=0
C 1.87022 -0.27670 -2.90557 -0.0061
C 2.04540 0.21301 -4.42476 -0.3879
C 2.87630 -0.80599 -5.28269 -0.1936
C 2.14854 -1.96420 -5.71571 -0.1918
C 0.80868 -1.53722 -6.46042 -0.0916
C -0.06589 -0.56555 -5.60769 -0.4811
N 0.73169 0.55782 -5.07943 -0.1169
O 0.01358 1.53562 -4.43097 -0.0116
C -1.03874 -0.02224 -6.69896 -0.0326
C -0.87047 -1.28870 -4.57263 -0.0303
C 2.91180 1.54733 -4.41488 -0.0262
H 2.84329 -0.17887 -2.42425 0.0799
H 1.48429 -1.28856 -2.78183 0.0585
H 1.13826 0.33779 -2.38141 0.0520
H 3.44942 -0.31506 -6.06921 0.1213
H 3.70119 -1.17681 -4.67430 0.1204
H 1.93545 -2.52045 -4.80286 0.1058
H 2.78507 -2.55988 -6.36999 0.1155
H 0.24275 -2.46152 -6.57657 0.1117
H 1.00227 -1.30124 -7.50681 0.1114
H -1.82311 -0.73195 -6.96197 0.0776
H -1.57011 0.81441 -6.24535 0.0438
H -0.58767 0.33351 -7.62529 0.0840
H -0.25936 -1.90801 -3.91604 0.0678
H -1.30179 -0.63851 -3.81150 0.0685
H -1.64105 -1.93704 -4.98971 0.0797
H 2.61635 2.32070 -3.70585 0.0451
H 2.88961 1.97775 -5.41605 0.0816
H 3.96021 1.28642 -4.27050 0.0777
H -0.31809 1.09227 -3.64674 0.0384
C 2.64364 -1.08396 6.60457 -0.0449
C 2.07881 0.31715 6.77183 -0.5340
C 3.29783 1.25346 6.90617 -0.1453
C 2.95277 2.71664 6.88313 -0.1838
C 2.28230 3.09782 5.56042 -0.1297
C 1.12478 2.07658 5.24295 -0.4166
N 1.38098 0.64058 5.54193 -0.1060
O 0.30078 -0.22871 5.28257 -0.0047
C -0.21979 2.60030 5.85281 -0.0378
C 0.89273 2.13231 3.69480 -0.0452
C 1.32376 0.38449 8.06222 -0.0316
H 3.25176 -1.25746 5.71677 0.0659
H 1.94872 -1.92259 6.56103 0.0862
H 3.33519 -1.36268 7.39966 0.0869
H 3.93108 1.06071 7.77216 0.1207
H 4.03461 1.05939 6.12668 0.1169
H 3.78859 3.39566 7.05172 0.1126
H 2.18785 2.99191 7.60923 0.1047
H 2.99843 3.25205 4.75328 0.1041
H 1.96637 4.13220 5.42496 0.1192
H -0.29829 2.75551 6.92884 0.0671
H -0.58417 3.54810 5.45658 0.0768
H -1.03247 1.96527 5.50012 0.0724
H 1.77816 2.15351 3.05946 0.0716
H 0.22327 1.34697 3.34386 0.0617
H 0.30986 2.99824 3.38089 0.0722
H 0.80379 1.33575 8.17549 0.0655
H 1.90078 0.29899 8.98300 0.0927
H 0.53757 -0.36908 8.10847 0.0897
H 0.56772 -0.62958 4.45212 0.0375
C -2.67978 3.77643 1.44280 -0.7795
O -3.25931 4.75672 1.85810 0.0211
N -2.60058 3.41740 0.17279 0.1654
N -2.15920 2.85671 2.20187 0.1719
H -3.00894 4.05521 -0.49545 0.1106
H -2.15279 2.56226 -0.12438 0.0627
H -2.31217 2.79952 3.19858 0.1131
H -1.51060 2.20797 1.77931 0.0531
C 2.17747 -1.16858 2.39863 -0.7673
O 1.14544 -1.53627 2.93263 0.0156
N 3.06923 -0.54820 2.96588 0.2222
N 2.47722 -1.24832 1.10941 0.1959
H 2.97815 -0.35021 3.95209 0.1008
H 3.87576 -0.22396 2.45161 0.1405
H 1.71293 -1.58309 0.54030 0.1103
H 3.37121 -0.95491 0.74227 0.1174
C -2.96363 1.75701 -3.23135 -0.7764
O -2.04138 2.03740 -2.47168 0.0134
N -4.04337 1.25903 -2.83653 0.1864
N -3.01702 2.00171 -4.50423 0.1931
H -4.17722 0.97292 -1.87720 0.1449
H -4.69993 1.18217 -3.60016 0.1060
H -2.16390 2.37331 -4.89690 0.1106
H -3.74093 1.78383 -5.17400 0.1191
C -4.37501 -2.17377 -4.29731 -0.7606
O -3.92666 -3.28998 -4.51037 0.0231
N -4.75744 -1.28953 -5.13226 0.1884
N -4.44487 -1.66557 -3.07630 0.1804
H -5.10141 -0.37815 -4.86549 0.0983
H -4.79130 -1.61554 -6.08760 0.1333
H -4.20569 -2.24646 -2.28545 0.0834
H -4.83954 -0.76157 -2.85924 0.0738
C -1.04518 -0.08220 0.25943 -0.6732
O -0.55910 0.97376 0.70434 -0.0274
N -1.18810 -1.20688 0.97192 0.2023
N -1.43410 -0.22553 -0.95147 0.2194
H -1.75304 -1.96538 0.61749 0.0784
H -0.73937 -1.18130 1.87640 0.0871
H -1.79460 -1.14899 -1.14477 0.0882
H -1.39686 0.52592 -1.62529 0.0608
C -1.85955 -3.78763 -1.55759 -0.7446
O -2.82709 -3.20875 -1.06291 -0.0074
N -1.81899 -4.04900 -2.80296 0.1980
N -0.87673 -4.36724 -0.86913 0.1844
H -2.54253 -3.76013 -3.44573 0.0622
H -1.21640 -4.82794 -3.02709 0.1243
H -0.37114 -5.18429 -1.18043 0.1156
H -0.84694 -4.11525 0.10848 0.0496
C -2.40454 -4.93363 2.47510 -0.0760
C -1.14629 -4.18495 2.96242 -0.2894
O -0.27017 -3.86945 1.86570 -0.1175
H -3.09563 -5.14585 3.29086 0.0779
H -2.08054 -5.76639 1.85090 0.0728
H -2.94425 -4.25437 1.81523 0.0603
H -0.69544 -4.74462 3.78194 0.1089
H -1.54316 -3.29472 3.45035 0.1060
H 0.44587 -3.37002 2.26502 0.0480
C 2.48785 3.76477 -1.49468 -0.1018
C 1.29872 3.18448 -0.78036 -0.3007
O 1.82263 2.28325 0.21360 -0.1097
H 2.20151 4.34959 -2.36881 0.0767
H 3.18272 2.95954 -1.73312 0.0629
H 3.04696 4.47421 -0.88460 0.0715
H 0.77750 2.54961 -1.49686 0.0853
H 0.58542 3.91754 -0.40363 0.1139
H 1.07979 1.72844 0.46255 0.0067


Record 2
128
Properties=species:S:1:pos:R:3:lowdin_charge:R:1 method="wB97M-V/def2-TZVPD" orbital_gap_ha=0.30001 homo_energy_ev=-11.2 lumo_ev=-3.03 charge=+1
Be 0.84941 0.32233 0.38360 1.0279
B 3.07191 -1.87153 -0.16738 -1.4422
F 3.43505 -1.78323 -1.50365 0.1485
F 4.02286 -2.58228 0.55351 0.1549
F 3.04926 -0.60875 0.29814 0.1780
F 1.84227 -2.39312 -0.09450 0.1997
C -4.62877 -0.41841 0.82411 -0.1131
O -3.70743 -1.38301 0.45124 -0.2168
C -4.19602 -2.32752 -0.50377 -0.1643
C -3.53045 -3.79407 -0.43508 -0.1862
N -2.18049 -3.72749 -0.75031 -0.0902
C -1.51053 -4.96951 -0.57211 -0.1727
C -1.85167 -5.99334 -1.71288 -0.2096
O -1.44585 -5.40929 -2.92225 -0.2107
C -1.48620 -6.25097 -4.09140 -0.0715
H -5.62106 -0.84152 0.98042 0.0895
H -4.75344 0.26305 -0.01742 0.0807
H -4.27323 0.21478 1.63698 0.0862
H -4.19038 -1.81941 -1.46808 0.1157
H -5.24054 -2.54524 -0.28088 0.1073
H -4.08391 -4.37603 -1.17203 0.1193
H -3.75724 -4.10383 0.58508 0.1321
H -2.00702 -3.53262 -1.72604 0.1214
H -1.67945 -5.40255 0.41382 0.1243
H -0.45280 -4.73538 -0.69248 0.1183
H -2.89037 -6.30194 -1.83102 0.1148
H -1.31694 -6.93801 -1.61407 0.1167
H -1.07722 -7.24019 -3.88579 0.0848
H -0.74057 -5.73634 -4.69744 0.0718
H -2.39105 -6.41862 -4.67556 0.0865
C -5.50250 2.83057 -2.76145 -0.0487
O -4.34996 2.94398 -1.83512 -0.2394
C -4.06744 4.27422 -1.42792 -0.2035
C -2.93918 5.04303 -2.22519 -0.1630
N -1.61582 4.66108 -1.73001 -0.0931
C -0.54160 5.23686 -2.63394 -0.1285
C 0.89676 4.79469 -2.07114 -0.1419
O 1.22708 5.48910 -0.82554 -0.2139
C 1.55187 6.83868 -1.00546 -0.1155
H -5.57092 1.80014 -3.11024 0.0794
H -5.25418 3.50184 -3.58354 0.0853
H -6.41686 2.99543 -2.19149 0.0863
H -3.94996 4.00877 -0.37728 0.1181
H -4.99305 4.84963 -1.41221 0.1112
H -3.03029 6.12883 -2.19616 0.1130
H -2.94131 4.78243 -3.28358 0.1152
H -1.41342 4.85420 -0.75953 0.1107
H -0.71299 6.31233 -2.67970 0.1002
H -0.74276 5.01915 -3.68286 0.1138
H 1.61882 5.06792 -2.84060 0.1116
H 1.03945 3.72183 -1.94187 0.0872
H 1.98639 7.39461 -0.17466 0.0955
H 0.76664 7.53449 -1.30106 0.0786
H 2.18267 6.81338 -1.89402 0.0874
C 2.81739 0.94675 -2.53692 -0.0649
O 2.49706 1.45922 -1.22367 -0.2424
C 3.35538 2.54988 -0.77155 -0.1722
C 2.99789 3.09678 0.60054 -0.1619
N 2.53951 1.98304 1.42888 -0.0355
C 1.97320 2.40172 2.73553 -0.1400
C 0.49577 2.96349 2.65443 -0.1085
O -0.24845 1.75939 2.24328 -0.2389
C -1.60899 2.02065 2.27181 -0.1141
H 3.88858 0.82440 -2.69717 0.1066
H 2.32862 1.55155 -3.30074 0.0855
H 2.34302 -0.03086 -2.62277 0.0686
H 3.30133 3.29700 -1.56338 0.1123
H 4.41878 2.31711 -0.82723 0.1264
H 2.19311 3.80316 0.39695 0.0967
H 3.83317 3.69755 0.96038 0.1371
H 3.35884 1.49248 1.75776 0.1054
H 2.73155 3.04689 3.17911 0.1225
H 2.04473 1.54956 3.41141 0.1084
H 0.24950 3.80580 2.00792 0.1160
H 0.23107 3.32408 3.64842 0.1250
H -1.93376 1.16901 1.67403 0.0789
H -1.95985 2.90800 1.74491 0.0896
H -1.90365 2.00484 3.32111 0.1089
C 1.70352 -3.14299 -3.98377 -0.2671
C 1.07635 -2.78650 -5.31153 -0.2190
O 0.45120 -3.85939 -5.96965 -0.0660
O 0.85351 -2.97360 -2.97428 -0.0620
H 2.50023 -2.41174 -3.84731 0.1161
H 2.10563 -4.14026 -3.80527 0.1456
H 1.85624 -2.40937 -5.97308 0.1190
H 0.26234 -2.07051 -5.19822 0.1194
H -0.04224 -3.56247 -6.73774 0.0897
H 1.34903 -2.98706 -2.15216 0.0781
C 0.51913 -0.28516 5.89541 -0.2791
C 1.01610 -0.98644 7.21926 -0.2150
O 2.04600 -0.10985 7.55966 -0.0604
O -0.00493 0.92935 6.21165 -0.0515
H -0.28768 -0.77158 5.34718 0.1132
H 1.38351 -0.21415 5.23519 0.0970
H 1.31368 -2.00857 6.98515 0.1144
H 0.18531 -0.91367 7.92112 0.1229
H 2.15732 -0.14986 8.51234 0.1000
H 0.50253 1.24087 6.96468 0.0815
C 4.78217 -1.54115 3.55834 -0.2698
C 4.45562 -3.04652 3.66459 -0.2389
O 3.27594 -3.16836 4.38860 -0.0618
O 4.09599 -0.84080 2.63876 -0.0566
H 5.86228 -1.55215 3.41226 0.1227
H 4.58294 -1.05955 4.51567 0.1301
H 5.26100 -3.41518 4.29984 0.1184
H 4.40540 -3.55663 2.70263 0.1179
H 3.19999 -4.10957 4.56166 0.0916
H 4.40871 -1.13850 1.78133 0.0740
C 0.45407 -2.04049 2.69314 -0.1958
C -0.99400 -1.87992 2.07580 -0.1474
O -0.90191 -1.41005 0.68697 -0.1000
O 1.13389 -0.78081 2.68362 -0.0712
H 0.99217 -2.86225 2.22063 0.1187
H 0.30253 -2.40850 3.70789 0.1093
H -1.56427 -1.20469 2.71374 0.1142
H -1.49348 -2.84868 2.08665 0.1212
H -1.33390 -2.18322 0.31658 0.0314
H 2.01243 -0.96096 3.02613 0.0593
C -1.12752 -0.00506 -2.37077 -0.1763
C -0.81113 1.55560 -2.27192 -0.1647
O -0.79982 2.02869 -0.90939 -0.0901
O 0.01668 -0.60261 -1.87027 -0.0916
H -1.18041 -0.41254 -3.38036 0.1220
H -2.03730 -0.41484 -1.93204 0.1134
H -1.46991 2.08194 -2.96263 0.1153
H 0.18605 1.82232 -2.62204 0.0854
H -1.14522 2.92379 -0.94260 0.0322
H 0.05547 -1.49054 -2.23313 0.0539


Record 3
119
Properties=species:S:1:pos:R:3:lowdin_charge:R:1 method="wB97M-V/def2-TZVPD" smiles=COCCNCCOC.COCCNCCOC.COCCNCCOC.OCCO.OCCO.CCO.CCO.CCO orbital_gap_ha=0.33157 homo_energy_ev=-8.9 lumo_ev=0.12 de_lowest_kcal_mol=204.84 charge=0
C -5.27513 3.89723 2.33526 -0.1203
O -4.97458 3.95999 0.94379 -0.1544
C -3.91994 3.04562 0.71821 -0.1944
C -4.41202 1.55453 0.65746 -0.1616
N -3.37894 0.51967 0.58678 -0.0787
C -3.94302 -0.76345 0.49408 -0.1959
C -2.95289 -1.85221 0.11745 -0.3707
O -3.31467 -3.02610 0.08204 -0.0963
C -2.37868 -4.05172 0.40081 -0.0413
H -4.53559 4.32385 2.99681 0.0821
H -5.52833 2.92423 2.76482 0.0767
H -6.22915 4.43155 2.36283 0.0940
H -3.05606 3.22347 1.37534 0.1250
H -3.64510 3.38585 -0.24837 0.0838
H -5.03387 1.43977 -0.19664 0.1072
H -5.01215 1.16820 1.48451 0.1120
H -2.98892 0.56419 1.51127 0.1120
H -4.64833 -0.75874 -0.26138 0.1078
H -4.39427 -1.01910 1.41179 0.1209
H -2.14751 -1.70484 0.77155 0.0934
H -2.48927 -1.75993 -0.87090 0.1307
H -2.87168 -5.10353 0.46062 0.1293
H -1.83351 -3.91164 1.30502 0.0641
H -1.59675 -4.22347 -0.30267 0.0718
C 0.58232 -0.42205 1.26121 -0.1362
O 1.09944 0.69334 0.68583 -0.1975
C 0.43138 1.95638 0.79733 -0.1556
C 0.93634 2.71859 -0.37667 -0.1828
N 0.42938 4.09768 -0.28644 -0.0705
C 1.14832 5.18995 -0.99175 -0.1340
C 2.50276 5.43479 -0.52103 -0.4269
O 3.05817 6.42494 -0.98667 -0.0662
C 3.16928 6.42604 -2.35777 -0.0879
H 0.08519 -1.07601 0.58370 0.0552
H -0.05545 -0.38065 2.08065 0.0717
H 1.55823 -0.80611 1.71737 0.1314
H 0.64790 2.43191 1.72791 0.1259
H -0.65988 1.81520 0.71043 0.1207
H 0.70618 2.30518 -1.34045 0.0985
H 2.01213 2.83480 -0.22915 0.1130
H 0.24066 4.35989 0.69850 0.1421
H 0.55726 6.12547 -0.80119 0.1614
H 1.25615 4.93589 -2.07270 0.1168
H 2.99604 4.58748 -0.65515 0.0677
H 2.60498 5.61281 0.47945 0.1308
H 3.86799 7.20714 -2.56964 0.0912
H 2.29499 6.80332 -2.88171 0.0895
H 3.60503 5.56169 -2.83427 0.0944
C 1.19462 -3.84187 0.19560 -0.1009
O 0.59483 -5.12627 0.29353 -0.2301
C 0.36560 -5.52740 1.66940 -0.2041
C -0.72745 -6.64909 1.64177 -0.1657
N -1.62571 -6.60192 2.83997 -0.0731
C -0.88799 -7.07849 3.98706 -0.1822
C -1.79213 -6.75654 5.23669 -0.4153
O -1.49434 -7.20086 6.33021 -0.1092
C -2.35561 -6.85305 7.45012 -0.0209
H 0.67634 -3.11265 0.80755 0.0596
H 1.25012 -3.52795 -0.87158 0.1093
H 2.11774 -4.05780 0.64877 0.0660
H 0.06511 -4.64546 2.29729 0.1190
H 1.36792 -5.86286 2.05185 0.1279
H -0.18893 -7.60553 1.50789 0.1297
H -1.35974 -6.43435 0.82249 0.0664
H -1.92571 -5.65125 3.08772 0.0993
H 0.10451 -6.62515 4.04874 0.1044
H -0.65002 -8.18941 3.95089 0.1399
H -2.75590 -7.10417 5.09658 0.1058
H -2.01381 -5.74999 5.18542 0.0940
H -1.90440 -6.90817 8.41669 0.0740
H -3.19329 -7.56540 7.53281 0.1004
H -2.67005 -5.81721 7.38388 0.0891
C 4.42830 2.57952 -2.54728 -0.0882
C 3.85884 1.47114 -1.91563 -0.3679
O 3.98399 0.31294 -2.73995 -0.0234
H 4.09789 3.39362 -1.90310 0.0712
H 3.94766 2.66307 -3.53896 0.0920
H 5.49350 2.61984 -2.67918 0.0937
H 2.82154 1.77193 -1.74251 0.0840
H 4.35225 1.40441 -1.05623 0.0702
H 3.34470 -0.28466 -2.41287 0.0014
C -0.25050 -0.79968 -2.46848 -0.0830
C 1.15546 -0.79739 -2.81033 -0.2598
O 1.88694 -0.97683 -1.56203 -0.1159
H -0.59197 -1.68671 -1.96765 0.0602
H -0.83228 -0.81578 -3.42976 0.1167
H -0.48029 0.15162 -1.92544 0.0786
H 1.37404 0.13931 -3.32826 0.0880
H 1.45172 -1.55526 -3.52079 0.1328
H 1.67841 -0.24588 -0.98524 0.0465
C 1.22705 2.54356 -4.29737 -0.0885
C 0.59541 3.82364 -4.56053 -0.3286
O 1.54406 4.88842 -4.50866 -0.0786
H 2.03846 2.46594 -4.98115 0.0866
H 0.67393 1.65902 -4.53206 0.0776
H 1.65954 2.62040 -3.31142 0.0549
H -0.18792 4.13246 -3.79137 0.1203
H 0.05395 3.74026 -5.45907 0.1003
H 0.97235 5.66418 -4.43593 0.0877
C -1.91855 2.42349 -2.14687 -0.2814
C -3.22088 2.34301 -2.74375 -0.2520
O -3.62149 0.97072 -2.66135 -0.0823
O -1.66696 3.82153 -1.86728 -0.0950
H -1.13017 2.01702 -2.82526 0.1058
H -1.90282 1.75540 -1.25653 0.0998
H -3.38022 2.83134 -3.78053 0.1660
H -3.98190 2.79668 -2.21666 0.0783
H -3.65196 0.67574 -1.72186 0.0541
H -0.85613 3.90836 -1.31543 0.0021
C 4.59197 -1.17719 0.42866 -0.2876
C 5.39486 -1.41467 1.62122 -0.2569
O 6.14790 -0.24191 1.85861 -0.0921
O 3.48077 -2.01193 0.34991 -0.0685
H 5.26463 -1.31965 -0.32839 0.1035
H 4.31875 -0.11115 0.47951 0.1197
H 5.96485 -2.35926 1.60064 0.1388
H 4.76348 -1.38501 2.52909 0.1252
H 5.62419 0.51612 2.22035 0.1102
H 2.77650 -1.53005 -0.16246 0.0499